C3H5F2NS | ωB97M-V with the def2-TZVPD basis set

Last column: Löwdin charge in e.
Geometry (Å):
C (-1.47, -0.39, -0.05)  -0.59
C (0.84, 1.06, 0.20)  -0.44
C (-2.97, -0.45, -0.02)  -0.36
N (-0.85, -1.38, 0.50)  0.14
F (-3.44, 0.49, -0.96)  -0.04
F (-3.48, -0.06, 1.18)  0.07
S (-0.80, 1.18, -0.51)  0.94
H (1.19, 2.11, 0.24)  0.04
H (1.75, 0.43, -0.14)  0.09
H (0.61, 0.87, 1.26)  0.03
H (-3.44, -1.36, -0.32)  0.15
H (0.09, -1.19, 0.55)  -0.01

Values from the calculation:
Total charge: 0
Electronic energy in eV: -20951.4569
HOMO energy in eV: -9.571
Gap between HOMO and LUMO in Ha: 0.3750
SMILES: [H]/N=C(\SC)C(F)F

---

CH2O3 | ωB97M-V with the def2-TZVPD basis set

Last column: Löwdin charge in e.
Geometry (Å):
C (1.41, -0.48, -1.43)  0.03
O (0.49, 0.27, 1.08)  -0.15
O (-1.65, -0.56, -0.31)  -0.05
O (0.36, -0.52, -1.10)  -0.05
H (0.64, 0.91, 2.14)  0.20
H (-1.25, 0.37, -0.37)  0.02

Values from the calculation:
Total charge: 0
Electronic energy in eV: -7204.6621
HOMO energy (spin up / spin down) in eV: -11.054 / -11.723
Gap between HOMO and LUMO (spin up / spin down) in Ha: 0.3679 / 0.3529

---

C4H11N3O2 | ωB97M-V with the def2-TZVPD basis set

Last column: Mulliken spin population.
Geometry (Å):
C (-1.85, -2.29, 0.24)  0.02
C (-0.24, -1.19, 1.53)  -0.05
N (0.17, -2.38, 2.05)  0.81
N (-1.25, -1.06, 0.59)  0.13
N (0.56, -0.12, 1.88)  0.13
H (-0.34, -3.18, 2.08)  -0.01
H (-0.23, 0.43, -1.44)  0.00
H (-1.47, -0.25, 0.09)  -0.01
H (1.07, -0.30, 2.65)  0.00
H (0.17, 0.76, 1.87)  -0.01
H (-1.20, -3.04, -0.20)  -0.01
H (-2.66, -2.14, -0.51)  0.00
H (-2.29, -2.84, 1.11)  0.01
C (1.95, 2.82, -1.79)  0.00
C (0.61, 2.20, -1.54)  0.00
O (0.47, 0.85, -1.19)  0.00
O (-0.38, 2.81, -1.78)  0.00
H (2.78, 2.34, -1.14)  0.00
H (1.84, 3.97, -1.61)  0.00
H (2.27, 2.61, -2.90)  0.00

Values from the calculation:
Total charge: +1
Electronic energy in eV: -12882.1180
HOMO energy (spin up / spin down) in eV: -13.600 / -13.598
Gap between HOMO and LUMO (spin up / spin down) in Ha: 0.3720 / 0.2076
Spin multiplicity: 2
<S²>: 0.758

---

C56H50GeN2O5P2S2V | ωB97M-V with the def2-TZVPD basis set

Last column: Mulliken spin population.
Geometry (Å):
V (1.66, -0.57, 0.47)  1.12
C (3.87, -1.94, 2.91)  0.02
C (2.84, -1.05, 3.61)  0.01
P (1.19, -1.15, 2.78)  0.01
C (0.50, -2.65, 3.55)  -0.01
C (0.35, -3.86, 2.89)  0.00
C (-0.20, -4.95, 3.55)  0.00
C (-0.60, -4.84, 4.87)  0.00
C (-0.44, -3.64, 5.54)  0.00
C (0.10, -2.55, 4.89)  0.00
C (0.20, 0.14, 3.60)  -0.02
C (-1.13, 0.24, 3.18)  0.01
C (-1.95, 1.22, 3.69)  0.01
C (-1.46, 2.11, 4.64)  0.00
C (-0.16, 1.99, 5.08)  0.00
C (0.68, 1.01, 4.57)  0.00
C (4.79, -1.14, 1.99)  0.00
P (4.02, -0.86, 0.33)  -0.03
C (4.72, -2.18, -0.72)  0.00
C (3.98, -2.74, -1.75)  0.01
C (4.53, -3.74, -2.53)  0.00
C (5.82, -4.19, -2.29)  0.00
C (6.58, -3.58, -1.30)  0.00
C (6.04, -2.57, -0.53)  0.00
C (4.72, 0.65, -0.39)  0.00
C (4.89, 0.70, -1.78)  0.00
C (5.22, 1.90, -2.40)  0.00
C (5.37, 3.05, -1.64)  0.00
C (5.21, 3.01, -0.27)  0.00
C (4.87, 1.82, 0.36)  0.00
H (3.37, -2.73, 2.33)  0.00
H (4.49, -2.45, 3.66)  0.00
H (3.16, -0.01, 3.59)  0.00
H (2.71, -1.35, 4.66)  0.00
H (0.65, -3.96, 1.85)  0.00
H (-0.31, -5.89, 3.02)  0.00
H (-1.03, -5.69, 5.38)  0.00
H (-0.75, -3.54, 6.57)  0.00
H (0.21, -1.61, 5.41)  0.00
H (-1.49, -0.46, 2.44)  -0.01
H (-2.98, 1.30, 3.36)  0.00
H (-2.10, 2.88, 5.04)  0.00
H (0.22, 2.67, 5.84)  0.00
H (1.69, 0.94, 4.93)  0.00
H (5.72, -1.70, 1.83)  0.00
H (5.06, -0.19, 2.45)  0.00
H (2.98, -2.37, -1.96)  0.00
H (3.94, -4.19, -3.32)  0.00
H (6.24, -4.98, -2.88)  0.00
H (7.60, -3.90, -1.13)  0.00
H (6.68, -2.08, 0.20)  0.00
H (4.76, -0.20, -2.37)  0.00
H (5.33, 1.93, -3.47)  0.00
H (5.62, 3.98, -2.13)  0.00
H (5.32, 3.91, 0.32)  0.00
H (4.74, 1.79, 1.44)  0.00
O (1.34, 0.91, 1.33)  -0.07
N (1.82, 1.26, 0.16)  0.02
S (1.32, -4.87, -0.83)  0.02
C (1.48, -3.42, -0.26)  0.02
N (1.59, -2.33, 0.21)  -0.12
O (1.20, 0.91, -3.19)  0.01
C (1.28, 0.62, -2.02)  -0.01
O (1.65, -0.50, -1.51)  0.01
C (0.91, 1.65, -0.91)  0.02
C (-0.54, 1.44, -0.51)  -0.13
Ge (-1.86, 1.97, -1.93)  0.02
C (-1.37, 3.80, -2.50)  0.00
C (-0.31, 3.98, -3.39)  0.00
C (0.08, 5.26, -3.76)  0.00
C (-0.60, 6.36, -3.26)  0.00
C (-1.66, 6.19, -2.39)  0.00
C (-2.04, 4.91, -2.01)  0.00
C (-3.58, 2.01, -0.93)  0.01
C (-3.68, 1.46, 0.34)  -0.01
C (-4.86, 1.55, 1.06)  0.00
C (-5.96, 2.18, 0.50)  0.00
C (-5.88, 2.73, -0.77)  0.00
C (-4.69, 2.64, -1.48)  0.00
C (-1.80, 0.71, -3.46)  0.00
C (-2.12, 1.16, -4.73)  0.00
C (-2.02, 0.31, -5.82)  0.00
C (-1.59, -0.99, -5.65)  0.00
C (-1.29, -1.46, -4.38)  0.00
C (-1.40, -0.61, -3.29)  0.03
H (1.09, 2.67, -1.24)  0.00
H (2.67, 1.82, 0.20)  0.00
H (-0.75, 2.05, 0.38)  0.00
H (-0.71, 0.39, -0.23)  0.17
H (0.21, 3.12, -3.78)  0.00
H (0.90, 5.39, -4.45)  0.00
H (-0.30, 7.36, -3.56)  0.00
H (-2.20, 7.04, -2.01)  0.00
H (-2.87, 4.77, -1.32)  0.00
H (-2.83, 0.96, 0.78)  0.01
H (-4.94, 1.11, 2.05)  0.00
H (-6.89, 2.24, 1.06)  0.00
H (-6.73, 3.23, -1.20)  0.00
H (-4.63, 3.07, -2.47)  0.00
H (-2.44, 2.19, -4.88)  0.00
H (-2.27, 0.67, -6.81)  0.00
H (-1.47, -1.64, -6.50)  0.00
H (-0.97, -2.48, -4.23)  0.00
H (-1.13, -0.98, -2.31)  -0.03
O (-7.94, -0.59, -0.49)  0.00
C (-7.37, -1.44, 0.38)  -0.01
O (-8.02, -1.98, 1.23)  0.03
C (-5.90, -1.64, 0.24)  0.11
C (-5.21, -1.47, -0.97)  -0.05
C (-3.84, -1.62, -1.02)  0.06
C (-3.13, -1.95, 0.14)  0.02
S (-1.41, -2.08, 0.11)  0.66
C (-3.82, -2.19, 1.34)  0.09
C (-5.19, -2.05, 1.38)  -0.03
H (-7.29, -0.14, -1.05)  0.00
H (-5.74, -1.23, -1.88)  0.00
H (-3.32, -1.47, -1.95)  0.03
H (-3.27, -2.48, 2.22)  0.00
H (-5.75, -2.23, 2.28)  0.00

Values from the calculation:
Total charge: +1
Electronic energy in eV: -194547.8260
HOMO energy (spin up / spin down) in eV: -10.933 / -10.937
Gap between HOMO and LUMO (spin up / spin down) in Ha: 0.2537 / 0.2208
Spin multiplicity: 3
<S²>: 2.038

---

Q: electronic energy of number 3 (C4H11N3O2)?
A: -12882.1180 eV